1.
Entry from OMol25: 14 unconnected molecules or ions with the total composition C19H66O19 in a non-equilibrium geometry (the ωB97M-V functional and the def2-TZVPD basis).

The geometry in XYZ format:
```
104
C19H66O19 (the ωB97M-V functional and the def2-TZVPD basis)
O 14.22056 -9.46158 29.91663
O 8.54387 -10.64494 32.51008
O 15.83789 -7.69209 31.91927
O 6.91340 -6.54579 35.87164
O 16.21717 -3.48478 35.49316
O 12.62310 -6.36998 29.47689
O 13.18697 -6.88286 32.16777
O 10.85584 -8.23433 39.79219
O 11.90460 -4.12760 32.12672
O 13.17288 -3.81802 34.59829
O 9.89156 -3.39392 34.06970
O 8.67111 -6.58205 37.87717
O 17.24544 -9.34863 29.27012
O 14.54930 -8.19848 35.46156
O 9.90420 -7.15673 28.77406
O 12.35926 -8.77213 37.26750
O 13.96676 -12.17226 31.22538
O 11.38291 -9.50243 29.27706
O 10.26868 -8.63490 33.33394
C 15.00353 -10.11029 28.87798
C 14.89265 -9.29591 34.56526
C 8.93714 -4.26407 33.51034
C 11.12499 -8.18782 32.31642
C 8.14012 -7.23005 35.63961
C 8.78764 -11.99182 32.78679
C 16.36262 -10.46399 29.43733
C 15.12321 -4.38270 35.83452
C 12.81111 -8.01506 38.39111
C 14.28077 -4.72519 34.65579
C 13.54526 -12.01487 32.59226
C 12.16782 -7.36786 33.02762
C 11.00636 -10.77147 28.78272
C 12.25502 -8.55968 39.67776
C 9.20453 -6.71527 36.58612
C 16.74091 -6.68394 31.49746
C 12.45401 -2.98722 31.47222
C 13.82185 -5.72930 29.07469
C 8.71031 -6.56898 29.31776
H 11.69233 -6.52739 33.56046
H 6.97680 -6.13423 36.74336
H 9.76222 -12.28626 32.40368
H 9.42710 -5.13337 33.04049
H 13.16144 -2.47595 32.12771
H 13.00163 -8.59653 36.55364
H 14.22511 -5.01645 29.79815
H 8.46635 -3.78641 32.63262
H 9.98167 -11.04777 29.06622
H 8.82029 -12.09539 33.87084
H 18.09476 -9.57692 29.66040
H 10.61434 -6.52357 28.98297
H 10.80528 -8.82519 28.86190
H 11.58765 -11.53656 29.32296
H 16.97049 -5.99176 32.30863
H 14.32688 -12.39231 33.26134
H 14.77921 -10.20671 35.15108
H 13.73141 -5.24399 28.10568
H 11.18817 -10.97631 27.72409
H 11.54585 -9.03820 31.76649
H 8.03442 -12.67919 32.40754
H 10.61030 -7.55446 31.57473
H 12.60330 -7.88560 33.88930
H 14.07215 -7.11596 32.53537
H 15.74170 -8.33520 31.19856
H 15.84025 -2.93141 34.79455
H 12.72507 -8.07448 40.53583
H 13.84478 -5.72605 34.73297
H 10.67887 -3.43888 33.50817
H 8.85510 -6.16214 30.33290
H 14.51616 -3.83613 36.57062
H 8.14570 -4.61665 34.16330
H 7.77933 -10.55496 31.93574
H 12.61811 -12.57106 32.78264
H 7.94769 -8.31281 35.71341
H 11.82850 -4.81007 31.44810
H 11.72038 -2.23269 31.17839
H 15.91283 -9.10002 34.23397
H 12.36064 -9.63917 39.75928
H 16.72324 -11.35006 28.88899
H 12.52671 -6.96496 38.26665
H 9.61388 -5.79903 36.15901
H 14.57056 -6.52587 28.95683
H 12.64099 -4.10153 33.81422
H 13.72679 -11.37410 30.73597
H 13.38556 -10.96601 32.86926
H 15.51339 -5.22433 36.40647
H 13.90966 -8.10687 38.42724
H 13.27900 -9.49740 29.64771
H 10.70523 -7.62983 40.51831
H 9.63024 -9.28784 32.96679
H 15.21541 -8.19360 36.15520
H 13.01739 -3.30314 30.59271
H 8.38348 -5.72897 28.69910
H 12.73581 -6.62860 30.41749
H 8.45012 -7.15615 34.59234
H 16.41704 -6.12309 30.62157
H 14.51770 -11.05165 28.59216
H 17.71373 -7.13719 31.25846
H 14.84883 -4.69719 33.71591
H 15.09946 -9.45552 28.00726
H 10.00679 -7.45050 36.68123
H 8.94305 -7.35588 38.37084
H 14.28026 -9.27652 33.67178
H 16.34083 -10.77182 30.48513
H 7.97248 -7.35454 29.47527
```

Energy relative to the best compared isomer or geometry (same formula, charge and spin) in kcal/mol: 7.9
LUMO energy in eV: 0.3
Total charge: 0
Kohn-Sham gap in hartree: 0.350

2.
Entry from OMol25: a molecular structure, C19H6Br4N4O2PdSSe in a non-equilibrium geometry (the ωB97M-V functional and the def2-TZVPD basis).

The geometry in XYZ format:
```
38
C19H6Br4N4O2PdSSe (the ωB97M-V functional and the def2-TZVPD basis)
Pd -0.09584 -0.00397 -1.52176
Br -7.13851 -1.64653 -1.15370
Br -7.13603 1.64933 -1.15239
Br -4.21497 3.26988 -1.31452
Br -4.21976 -3.27115 -1.31487
Se 5.11543 0.00077 4.18251
S -1.13067 0.01065 -4.60535
O -1.92772 1.36836 -1.48667
O -1.92931 -1.37301 -1.48119
N 2.06272 0.00031 -1.20466
N 0.05090 0.00085 0.62821
N 3.33191 0.00030 4.15734
N 5.25776 0.00088 2.40513
C 4.73302 0.00064 -0.46587
C -3.04196 -0.73275 -1.42500
C -4.28763 1.37572 -1.33985
C 4.36902 0.00018 -1.79400
C -0.95322 0.00066 1.48224
C -5.50813 -0.69406 -1.26481
C 0.51948 -0.00037 3.35282
C 4.03844 0.00090 1.92786
C 2.39165 0.00067 0.10673
C 1.59132 0.00032 2.46252
C -0.76685 -0.00017 2.86275
C 3.01547 0.00007 -2.11625
C -5.50707 0.69467 -1.26421
C -3.04101 0.72977 -1.42636
C 3.74244 0.00090 0.51218
C -4.28963 -1.37685 -1.34071
C -0.04368 -0.00782 -3.50081
C 1.32177 0.00063 1.08017
C 2.97024 0.00056 2.89925
H 5.11557 -0.00019 -2.57553
H 5.77053 0.00056 -0.15858
H -1.61760 -0.00052 3.52839
H 2.67861 -0.00039 -3.14689
H -1.94830 0.00125 1.05002
H 0.72164 -0.00104 4.41585
```

2S+1: 2
Energy relative to the best compared isomer or geometry (same formula, charge and spin) in kcal/mol: 0.0
LUMO energy (spin up / spin down) in eV: 0.6 / 0.6
Total charge: -1
Kohn-Sham gap (spin up / spin down) in hartree: 0.136 / 0.135

3.
Entry from OMol25: a molecular structure, C19H6Cl3MnNO8 in a non-equilibrium geometry (the ωB97M-V functional and the def2-TZVPD basis).

The geometry in XYZ format:
```
38
C19H6Cl3MnNO8 (the ωB97M-V functional and the def2-TZVPD basis)
Mn -0.69272 0.86235 -0.41745
Cl -3.87839 -5.50957 -0.65324
Cl -3.35545 -0.31286 0.40150
Cl -0.95820 -2.53373 -3.99168
O 0.79780 -2.56003 0.16043
O 1.81286 1.89081 0.35946
O -1.37976 -0.47100 -1.86793
O -0.28895 2.49597 -1.81462
O -1.29182 2.54548 0.75570
O -0.08290 5.34720 -2.82790
O -2.00497 6.97285 -1.25137
O -2.69791 5.44090 1.10395
N 0.93295 -0.25002 0.17646
C 2.63131 -1.42787 1.24141
C -1.87546 -2.70109 -2.57467
C -3.56463 -2.92556 -0.34792
C -2.01034 -1.55934 -1.65578
C 4.66880 -0.65120 2.88969
C -2.44587 -3.92798 -2.28465
C -1.70071 5.81065 -1.04816
C -0.85219 3.57168 -1.30703
C -1.98999 4.95580 0.22152
C 3.99964 0.33703 2.14023
C -3.02037 -1.67545 -0.56132
C -0.80433 4.85437 -2.01732
C 2.95422 -0.03995 1.36294
C 1.91151 0.70021 0.62858
C 1.33945 -1.52961 0.46849
C 4.27051 -1.97222 2.90167
C -1.42346 3.60902 0.04176
C -3.12679 -4.06036 -1.08604
C 3.22521 -2.38694 2.04822
H 2.83943 -3.42595 2.09895
H -2.34009 -4.77750 -2.95738
H 4.82554 -2.67177 3.53905
H 4.32789 1.37856 2.24360
H 5.51298 -0.33796 3.42912
H -4.26481 -3.06492 0.45174
```

2S+1: 6
LUMO energy (spin up / spin down) in eV: 4.2 / 4.2
Total charge: -2
Kohn-Sham gap (spin up / spin down) in hartree: 0.201 / 0.204

4.
Entry from OMol25: 16 unconnected molecules or ions with the total composition C19H70N8O16 in a non-equilibrium geometry (the ωB97M-V functional and the def2-TZVPD basis).

The geometry in XYZ format:
```
113
C19H70N8O16 (the ωB97M-V functional and the def2-TZVPD basis)
O -0.96105 -2.06067 3.33353
O 0.98497 -1.33176 -2.94727
O -3.10936 -2.07695 1.17324
O -1.92971 4.73375 -0.75496
O 0.47639 -1.47381 -0.39038
O -4.62874 -1.07458 -0.78737
O 1.00203 -0.47844 5.46487
O 3.24379 -0.03711 -1.31614
O -2.76880 -5.02910 -1.74141
O -3.93605 1.05388 1.39596
O -0.84511 2.44254 2.09030
O 3.85005 3.37318 1.33707
O -2.80573 1.73247 4.37679
O 3.90451 -5.34672 -0.85710
O -0.31074 2.04342 -2.59816
O 0.60412 4.79561 -2.54443
N 1.38839 2.54221 1.50026
N 1.69092 1.66915 4.84518
N 0.96120 0.99282 -4.26840
N -0.44541 2.54481 -4.92890
N 0.88370 0.86787 -0.42080
N -0.90702 0.17386 0.64360
N 0.80533 3.69473 3.20530
N 1.09518 0.31742 3.26012
C 4.64241 -0.44984 -1.23834
C 1.96034 -2.26582 -3.29669
C -4.12933 -2.73552 1.88511
C -3.89253 -0.18856 -1.57547
C 0.16522 -0.16752 -0.06066
C 1.22474 4.62652 -1.27793
C 0.07641 -2.75763 2.74698
C 2.59377 -3.60008 0.06431
C -1.93255 3.33472 -0.56428
C 1.19421 0.50640 4.55190
C -2.93335 -3.64600 -2.06559
C -2.35325 0.44538 4.22341
C 2.79343 -1.73366 -4.46340
C 0.40759 2.93010 2.22027
C -1.58134 -2.98916 -1.77706
C 4.30301 2.29799 0.54329
C 0.09707 1.89632 -3.93961
C 3.99533 -4.04896 -0.43710
C -4.99914 0.55593 2.12978
H -2.95174 -0.36934 4.62418
H -5.75604 1.33784 2.28710
H 4.38884 -3.42580 -1.20149
H -5.58968 -0.95141 -0.86367
H -2.04400 -5.38907 -2.23910
H -3.85125 -3.68748 2.32904
H -3.50432 -0.60982 -2.50810
H -3.64289 -1.66559 0.46809
H -3.74038 -3.25330 -1.48496
H -5.09378 -2.72855 1.32073
H 2.16871 -1.32461 -5.25096
H 3.47641 1.67484 0.37605
H 1.31418 0.94576 -5.26213
H 1.21170 1.06163 2.51941
H 2.13479 5.27380 -1.24368
H -1.08541 3.22747 -4.65906
H 4.76043 -4.00368 0.31961
H 0.63595 4.76548 -0.34974
H -0.13824 -2.80734 1.70916
H -1.27172 4.93376 -1.41104
H 3.55317 -5.88801 -0.14097
H 1.84118 0.55851 -0.61368
H -1.61597 -0.56684 0.77505
H -4.28111 1.56902 0.63726
H -3.00999 0.22357 -1.01839
H 0.13791 -3.79854 3.13462
H -1.35373 0.23659 4.58180
H 2.31828 2.93918 1.60906
H -1.49095 -3.06611 -0.72449
H -3.21329 1.94148 3.51933
H 1.61435 3.57148 -1.19853
H 1.33755 2.45044 4.31837
H -0.99308 1.07798 1.07602
H -0.76548 -3.43722 -2.23298
H 2.46122 -3.98456 1.07323
H 5.04863 1.70557 1.13427
H -4.67003 0.11912 3.07594
H -1.70189 -1.92015 -2.03406
H 2.61308 -2.41371 -2.40386
H 1.12180 -2.46964 2.86077
H -5.55266 -0.11078 1.57465
H 0.45054 1.32032 -1.26049
H -4.52225 -2.21273 2.77240
H 1.72015 4.25586 3.37262
H -2.58133 3.05462 0.19204
H 4.77658 -1.04613 -0.31380
H 3.09646 0.23693 -2.26560
H -2.23071 0.24793 3.20475
H -0.01171 3.99007 3.82631
H -1.68119 -2.24962 2.74897
H 4.74787 -1.12821 -2.10163
H 1.22259 1.89296 0.67645
H -2.23868 2.94292 -1.52453
H 3.55679 -2.43639 -4.88011
H -0.04349 4.06042 -2.58842
H 0.74945 -1.40959 -2.04585
H 4.79185 2.63292 -0.39561
H 0.42536 -0.45198 3.03168
H -3.23299 -3.52345 -3.15058
H 1.47647 -3.15616 -3.63801
H -0.27839 2.40419 -5.96349
H 4.42359 4.12454 1.04896
H 3.40580 -0.85083 -4.16123
H 1.83955 1.87606 5.89534
H -0.97559 2.78850 -0.30546
H 1.11046 0.15670 -3.72236
H -4.45289 0.68183 -1.80497
H 1.79481 -3.91386 -0.63393
H 2.57175 -2.46247 0.14284
H 5.39371 0.35349 -1.37896
```

Energy relative to the best compared isomer or geometry (same formula, charge and spin) in kcal/mol: 242.7
LUMO energy in eV: -0.1
Total charge: 0
Kohn-Sham gap in hartree: 0.288